Computed, not measured: a 22-piece molecular cluster, C82H218N14O32 overall in a non-equilibrium geometry, with the ωB97M-V functional and the def2-TZVPD basis.

Each atom is followed by the atoms it is bonded to, with distances in Å.
Cartesian coordinates (Å):
1 C 5.11549 8.65347 3.55155  O2 1.191, N3 1.336, N4 1.303
2 O 3.93023 8.56364 3.47721  C1 1.191
3 N 5.76939 9.55141 2.80844  C1 1.336, H5 1.010, H6 1.010
4 N 5.96571 8.04536 4.32882  C1 1.303, H7 1.010, H8 1.010
5 H 6.77665 9.47855 2.79411  N3 1.010
6 H 5.19392 10.18408 2.27115  N3 1.010
7 H 6.89550 8.42579 4.22465  N4 1.010
8 H 5.64968 7.21275 4.80525  N4 1.010
9 C 13.74105 1.72098 1.01693  O10 1.175, N11 1.300, N12 1.321
10 O 13.45543 1.60745 2.15102  C9 1.175
11 N 14.96574 1.82709 0.59385  C9 1.300, H13 1.010, H14 1.010
12 N 12.87811 1.61570 0.02185  C9 1.321, H15 1.010, H16 1.010
13 H 15.25817 1.55692 -0.33436  N11 1.010
14 H 15.59124 1.86225 1.38607  N11 1.010
15 H 11.95987 1.84796 0.37256  N12 1.010
16 H 13.12786 1.63167 -0.95667  N12 1.010
17 C 8.97389 10.91192 2.94383  C18 1.488, H20 1.090, H21 1.090, H22 1.090
18 C 9.09536 9.69632 3.79314  C17 1.488, O19 1.436, H23 1.090, H24 1.090
19 O 8.67335 8.49515 3.12927  C18 1.436, H25 0.960
20 H 9.61489 10.94825 2.06298  C17 1.090
21 H 9.42082 11.71899 3.52434  C17 1.090
22 H 7.90158 11.10014 2.89068  C17 1.090
23 H 8.46288 9.80621 4.67405  C18 1.090
24 H 10.10396 9.55930 4.18309  C18 1.090
25 H 9.05057 7.70281 3.51850  O19 0.960
26 C 16.01466 8.61474 7.20776  C27 1.550, H29 1.090, H30 1.090, H31 1.090
27 C 17.51357 8.25317 7.04555  C26 1.550, O28 1.500, H32 1.090, H33 1.090
28 O 17.70192 6.95146 7.76683  C27 1.500, H34 0.960
29 H 15.76570 8.79279 8.25390  C26 1.090
30 H 15.35852 7.85674 6.77994  C26 1.090
31 H 15.81186 9.52533 6.64401  C26 1.090
32 H 18.15361 8.97183 7.55737  C27 1.090
33 H 17.76854 8.10575 5.99609  C27 1.090
34 H 17.56003 6.21596 7.16639  O28 0.960
35 C 10.01306 8.75234 -0.46328  C36 1.489, H38 1.090, H39 1.090, H40 1.090
36 C 10.56287 7.63047 -1.27383  C35 1.489, O37 1.400, H41 1.090, H42 1.090
37 O 10.78833 6.55424 -0.40661  C36 1.400, H43 0.960
38 H 10.49012 8.96221 0.49403  C35 1.090
39 H 8.94346 8.62426 -0.29696  C35 1.090
40 H 10.11274 9.66178 -1.05582  C35 1.090
41 H 11.53270 8.07250 -1.50219  C36 1.090
42 H 10.03075 7.20761 -2.12595  C36 1.090
43 H 11.50466 6.74267 0.20409  O37 0.960
44 C 4.07978 4.94441 6.90465  C45 1.565, H47 1.090, H48 1.090, H49 1.090
45 C 5.57642 5.25850 6.57269  C44 1.565, O46 1.451, H50 1.090, H51 1.090
46 O 6.39226 4.57385 7.55874  C45 1.451, H52 0.960
47 H 3.77770 5.25785 7.90395  C44 1.090
48 H 3.85395 3.89119 6.73784  C44 1.090
49 H 3.41412 5.45707 6.21027  C44 1.090
50 H 5.70572 6.33797 6.49449  C45 1.090
51 H 5.86127 4.88647 5.58853  C45 1.090
52 H 6.45665 5.13034 8.33834  O46 0.960
53 C 2.80349 2.95916 12.04705  C54 1.563, H56 1.090, H57 1.090, H58 1.090
54 C 2.89485 4.51880 12.00123  C53 1.563, O55 1.462, H59 1.090, H60 1.090
55 O 1.85789 5.12723 12.83326  C54 1.462, H61 0.960
56 H 2.27444 2.63341 12.94264  C53 1.090
57 H 3.79818 2.52603 11.94162  C53 1.090
58 H 2.16409 2.50876 11.28784  C53 1.090
59 H 2.88366 4.96771 11.00802  C54 1.090
60 H 3.85608 4.88682 12.36000  C54 1.090
61 H 1.32384 5.80645 12.41487  O55 0.960
62 C 8.89007 7.81789 14.08645  C63 1.510, H65 1.090, H66 1.090, H67 1.090
63 C 8.81240 6.51414 13.32846  C62 1.510, O64 1.412, H68 1.090, H69 1.090
64 O 7.67694 6.67967 12.50564  C63 1.412, H70 0.960
65 H 8.84358 8.66837 13.40631  C62 1.090
66 H 9.88320 7.95429 14.51446  C62 1.090
67 H 8.08420 7.96945 14.80458  C62 1.090
68 H 8.63311 5.64311 13.95874  C63 1.090
69 H 9.62400 6.42013 12.60694  C63 1.090
70 H 6.92134 6.89629 13.05678  O64 0.960
71 C 8.67585 3.79085 -1.60598  C72 1.565, H74 1.090, H75 1.090, H76 1.090
72 C 8.85405 3.69192 -3.15788  C71 1.565, O73 1.475, H77 1.090, H78 1.090
73 O 8.46902 5.03339 -3.63398  C72 1.475, H79 0.960
74 H 8.85534 4.75193 -1.12410  C71 1.090
75 H 9.37438 3.09478 -1.14161  C71 1.090
76 H 7.63677 3.50487 -1.44278  C71 1.090
77 H 8.32998 2.84637 -3.60340  C72 1.090
78 H 9.90080 3.72900 -3.45962  C72 1.090
79 H 9.13913 5.29326 -4.27040  O73 0.960
80 C 11.09036 13.56757 1.05867  C81 1.495, H83 1.090, H84 1.090, H85 1.090
81 C 11.36209 12.47392 0.07626  C80 1.495, O82 1.460, H86 1.090, H87 1.090
82 O 12.16395 12.91882 -1.05972  C81 1.460, H88 0.960
83 H 10.68564 13.20005 2.00167  C80 1.090
84 H 10.42164 14.28236 0.57910  C80 1.090
85 H 11.93184 14.22041 1.29061  C80 1.090
86 H 10.47053 12.02802 -0.36464  C81 1.090
87 H 11.79242 11.63930 0.62972  C81 1.090
88 H 12.03898 13.85585 -1.22692  O82 0.960
89 C 5.63152 1.33443 9.64462  C90 1.544, H92 1.090, H93 1.090, H94 1.090
90 C 4.70024 0.54710 8.69749  C89 1.544, O91 1.377, H95 1.090, H96 1.090
91 O 3.40002 0.94581 8.91078  C90 1.377, H97 0.960
92 H 6.66369 1.24177 9.30678  C89 1.090
93 H 5.60436 1.09280 10.70715  C89 1.090
94 H 5.52548 2.41887 9.61557  C89 1.090
95 H 4.74370 -0.53436 8.82646  C90 1.090
96 H 5.13390 0.63228 7.70109  C90 1.090
97 H 3.28320 0.84428 9.85822  O91 0.960
98 C 11.15009 2.39806 4.88240  C99 1.476, H101 1.090, H102 1.090, H103 1.090
99 C 12.47285 2.94740 5.24021  C98 1.476, O100 1.385, H104 1.090, H105 1.090
100 O 13.31072 1.84477 5.24774  C99 1.385, H106 0.960
101 H 11.00177 2.13746 3.83446  C98 1.090
102 H 10.40310 3.17475 5.04626  C98 1.090
103 H 10.69822 1.59335 5.46237  C98 1.090
104 H 12.55777 3.40771 6.22459  C99 1.090
105 H 12.95750 3.53215 4.45837  C99 1.090
106 H 13.31180 1.59140 4.32177  O100 0.960
107 C 10.99442 6.55507 2.99695  O108 1.497, H116 1.090, H117 1.090, H118 1.090
108 O 10.26395 6.60372 4.30229  C107 1.497, C109 1.347
109 C 10.99756 6.75173 5.42218  O108 1.347, C110 1.491, H119 1.090, H120 1.090
110 C 10.01711 6.53728 6.52538  C109 1.491, N111 1.427, H121 1.090, H122 1.090
111 N 10.64388 6.06975 7.71893  C110 1.427, C112 1.398, H123 1.010
112 C 9.76547 5.45934 8.61965  N111 1.398, C113 1.553, H124 1.090, H125 1.090
113 C 8.89372 6.46199 9.42429  C112 1.553, O114 1.398, H126 1.090, H127 1.090
114 O 7.79578 6.68222 8.58797  C113 1.398, C115 1.389
115 C 6.61759 7.08498 9.20388  O114 1.389, H128 1.090, H129 1.090, H130 1.090
116 H 10.33448 6.17516 2.21706  C107 1.090
117 H 11.68197 5.73158 3.18985  C107 1.090
118 H 11.54999 7.46028 2.75188  C107 1.090
119 H 11.47359 7.71571 5.60169  C109 1.090
120 H 11.64925 5.88743 5.29416  C109 1.090
121 H 9.17821 5.90222 6.24073  C110 1.090
122 H 9.53160 7.47361 6.80045  C110 1.090
123 H 11.04203 6.78600 8.30934  N111 1.010
124 H 10.37500 4.90267 9.33149  C112 1.090
125 H 9.07349 4.74263 8.17741  C112 1.090
126 H 9.30876 7.46988 9.42730  C113 1.090
127 H 8.52964 6.01548 10.34959  C113 1.090
128 H 6.25742 6.20263 9.73289  C115 1.090
129 H 5.88464 7.25894 8.41608  C115 1.090
130 H 6.66708 7.95674 9.85633  C115 1.090
131 C 7.37256 2.97684 13.30047  O132 1.390, H140 1.090, H141 1.090, H142 1.090
132 O 6.35431 2.03519 13.39020  C131 1.390, C133 1.390
133 C 6.81266 0.73311 13.55496  O132 1.390, C134 1.568, H143 1.090, H144 1.090
134 C 5.57881 -0.22859 13.66004  C133 1.568, N135 1.411, H145 1.090, H146 1.090
135 N 4.84496 0.07006 14.82812  C134 1.411, C136 1.504, H147 1.010
136 C 3.79346 -0.95400 15.15555  N135 1.504, C137 1.580, H148 1.090, H149 1.090
137 C 2.76024 -0.33134 16.17669  C136 1.580, O138 1.394, H150 1.090, H151 1.090
138 O 1.91291 0.57895 15.54658  C137 1.394, C139 1.407
139 C 0.90494 1.12443 16.36300  O138 1.407, H152 1.090, H153 1.090, H154 1.090
140 H 7.82415 2.87510 14.28729  C131 1.090
141 H 6.91768 3.96698 13.32875  C131 1.090
142 H 8.07944 2.76388 12.49855  C131 1.090
143 H 7.43429 0.57014 14.43536  C133 1.090
144 H 7.26768 0.25839 12.68565  C133 1.090
145 H 5.81314 -1.29264 13.62869  C134 1.090
146 H 4.90144 0.04003 12.84941  C134 1.090
147 H 4.62610 1.05538 14.79163  N135 1.010
148 H 4.30154 -1.75153 15.69765  C136 1.090
149 H 3.25268 -1.48261 14.37056  C136 1.090
150 H 3.28455 0.10822 17.02521  C137 1.090
151 H 2.11739 -1.12384 16.55982  C137 1.090
152 H 1.31376 1.73206 17.17032  C139 1.090
153 H 0.37687 0.34116 16.90680  C139 1.090
154 H 0.18819 1.66846 15.74785  C139 1.090
155 C 16.88689 4.41747 3.92398  O156 1.419, H164 1.090, H165 1.090, H166 1.090
156 O 17.06778 4.41350 5.33115  C155 1.419, C157 1.443
157 C 16.48930 3.21900 5.89699  O156 1.443, C158 1.569, H167 1.090, H168 1.090
158 C 16.06621 3.55728 7.36925  C157 1.569, N159 1.478, H169 1.090, H170 1.090
159 N 15.35043 2.39331 7.93271  C158 1.478, C160 1.495, H171 1.010
160 C 16.16863 1.14338 7.98816  N159 1.495, C161 1.516, H172 1.090, H173 1.090
161 C 15.25519 0.22012 8.77002  C160 1.516, O162 1.441, H174 1.090, H175 1.090
162 O 14.08625 -0.21505 8.04910  C161 1.441, C163 1.392
163 C 13.06071 -0.88613 8.70890  O162 1.392, H176 1.090, H177 1.090, H178 1.090
164 H 15.87937 4.15555 3.60087  C155 1.090
165 H 17.51367 3.69526 3.40087  C155 1.090
166 H 16.96159 5.32999 3.33251  C155 1.090
167 H 16.93147 2.25081 5.66206  C157 1.090
168 H 15.52513 3.08367 5.40692  C157 1.090
169 H 15.29147 4.32291 7.32792  C158 1.090
170 H 16.80068 4.03786 8.01556  C158 1.090
171 H 14.53067 2.35301 7.34409  N159 1.010
172 H 17.15668 1.28374 8.42651  C160 1.090
173 H 16.33206 0.59604 7.05982  C160 1.090
174 H 14.86934 0.67813 9.68076  C161 1.090
175 H 15.73285 -0.62007 9.27402  C161 1.090
176 H 13.34834 -1.92315 8.88204  C163 1.090
177 H 12.05130 -0.72365 8.33103  C163 1.090
178 H 12.95621 -0.59309 9.75356  C163 1.090
179 C 12.31054 12.92691 4.90041  O180 1.462, H188 1.090, H189 1.090, H190 1.090
180 O 11.64905 11.69999 5.34216  C179 1.462, C181 1.428
181 C 11.44275 11.79659 6.75199  O180 1.428, C182 1.527, H191 1.090, H192 1.090
182 C 10.83892 10.48476 7.24700  C181 1.527, N183 1.490, H193 1.090, H194 1.090
183 N 10.09051 10.47821 8.53556  C182 1.490, C184 1.433, H195 1.010
184 C 8.95253 11.30564 8.80501  N183 1.433, C185 1.553, H196 1.090, H197 1.090
185 C 7.65499 11.10227 7.97684  C184 1.553, O186 1.449, H198 1.090, H199 1.090
186 O 7.81781 11.14198 6.53779  C185 1.449, C187 1.440
187 C 6.57901 11.38535 5.84456  O186 1.440, H200 1.090, H201 1.090, H202 1.090
188 H 11.66358 13.80323 4.86005  C179 1.090
189 H 12.42396 12.71320 3.83760  C179 1.090
190 H 13.29473 13.06850 5.34696  C179 1.090
191 H 10.67011 12.52727 6.99123  C181 1.090
192 H 12.36190 12.00732 7.29866  C181 1.090
193 H 11.67870 9.79383 7.32108  C182 1.090
194 H 10.07509 10.19021 6.52734  C182 1.090
195 H 9.64197 9.59125 8.71506  N183 1.010
196 H 9.24198 12.33926 8.61545  C184 1.090
197 H 8.90378 11.09791 9.87393  C184 1.090
198 H 7.10037 11.94350 8.39256  C185 1.090
199 H 7.12890 10.22203 8.34632  C185 1.090
200 H 6.24259 12.33708 6.25582  C187 1.090
201 H 5.87513 10.66364 6.25903  C187 1.090
202 H 6.60257 11.43187 4.75580  C187 1.090
203 C 4.54966 9.14071 13.62936  O204 1.410, H212 1.090, H213 1.090, H214 1.090
204 O 5.37190 8.08090 14.06532  C203 1.410, C205 1.384
205 C 4.86443 7.22567 15.02747  O204 1.384, C206 1.515, H215 1.090, H216 1.090
206 C 5.46992 5.83827 15.08080  C205 1.515, N207 1.483, H217 1.090, H218 1.090
207 N 4.92091 5.11146 16.25067  C206 1.483, C208 1.519, H219 1.010
208 C 5.31054 3.64305 16.25567  N207 1.519, C209 1.566, H220 1.090, H221 1.090
209 C 4.65590 2.88339 17.45851  C208 1.566, O210 1.429, H222 1.090, H223 1.090
210 O 5.15451 3.41548 18.68757  C209 1.429, C211 1.461
211 C 4.20566 3.11535 19.75781  O210 1.461, H224 1.090, H225 1.090, H226 1.090
212 H 3.68125 8.72050 13.12203  C203 1.090
213 H 5.10409 9.73602 12.90389  C203 1.090
214 H 4.39948 9.75231 14.51903  C203 1.090
215 H 3.78905 7.16883 14.85888  C205 1.090
216 H 5.02929 7.79624 15.94146  C205 1.090
217 H 6.55116 5.93348 15.18045  C206 1.090
218 H 5.15174 5.35295 14.15812  C206 1.090
219 H 5.12153 5.59957 17.11182  N207 1.010
220 H 6.38957 3.49703 16.30536  C208 1.090
221 H 4.92745 3.30367 15.29329  C208 1.090
222 H 4.98093 1.84521 17.39034  C209 1.090
223 H 3.57284 2.99510 17.50948  C209 1.090
224 H 4.32279 2.04198 19.90709  C211 1.090
225 H 3.20960 3.53106 19.60565  C211 1.090
226 H 4.52911 3.51324 20.71966  C211 1.090
227 C 7.73446 4.49490 3.07729  O228 1.382, H236 1.090, H237 1.090, H238 1.090
228 O 6.36211 4.65532 3.04154  C227 1.382, C229 1.425
229 C 5.96630 5.05368 1.73195  O228 1.425, C230 1.577, H239 1.090, H240 1.090
230 C 5.76872 3.83957 0.74465  C229 1.577, N231 1.440, H241 1.090, H242 1.090
231 N 5.08061 2.84664 1.52829  C230 1.440, C232 1.464, H243 1.010
232 C 5.21865 1.47276 1.04044  N231 1.464, C233 1.638, H244 1.090, H245 1.090
233 C 4.81655 1.16937 -0.51773  C232 1.638, O234 1.413, H246 1.090, H247 1.090
234 O 5.90347 1.38935 -1.39281  C233 1.413, C235 1.454
235 C 5.63903 1.74122 -2.77853  O234 1.454, H248 1.090, H249 1.090, H250 1.090
236 H 7.94240 3.48090 2.73573  C227 1.090
237 H 8.05904 4.51886 4.11758  C227 1.090
238 H 8.26261 5.25487 2.50144  C227 1.090
239 H 6.47396 5.94689 1.36786  C229 1.090
240 H 4.92635 5.36634 1.82602  C229 1.090
241 H 6.70109 3.37193 0.42830  C230 1.090
242 H 5.18156 4.21264 -0.09450  C230 1.090
243 H 5.59397 3.04602 2.37493  N231 1.010
244 H 4.81542 0.85413 1.84218  C232 1.090
245 H 6.29416 1.29700 1.06222  C232 1.090
246 H 3.93438 1.80658 -0.57979  C233 1.090
247 H 4.57859 0.10610 -0.54802  C233 1.090
248 H 6.52845 1.45431 -3.33953  C235 1.090
249 H 5.54534 2.82008 -2.90248  C235 1.090
250 H 4.81212 1.16822 -3.19806  C235 1.090
251 C 11.27488 -6.02042 5.61572  O252 1.444, H260 1.090, H261 1.090, H262 1.090
252 O 10.65009 -4.81483 6.10641  C251 1.444, C253 1.428
253 C 9.46403 -4.94844 6.89003  O252 1.428, C254 1.563, H263 1.090, H264 1.090
254 C 8.83456 -3.69629 7.58232  C253 1.563, N255 1.497, H265 1.090, H266 1.090
255 N 8.08015 -2.75459 6.69571  C254 1.497, C256 1.466, H267 1.010
256 C 8.99488 -2.08076 5.76952  N255 1.466, C257 1.534, H268 1.090, H269 1.090
257 C 8.23351 -0.98978 5.00502  C256 1.534, O258 1.475, H270 1.090, H271 1.090
258 O 7.82120 0.08189 5.93150  C257 1.475, C259 1.522
259 C 6.72691 0.86208 5.21780  O258 1.522, H272 1.090, H273 1.090, H274 1.090
260 H 11.10449 -6.79589 6.36252  C251 1.090
261 H 12.34622 -5.96115 5.42387  C251 1.090
262 H 10.83936 -6.51155 4.74554  C251 1.090
263 H 9.64439 -5.65731 7.69815  C253 1.090
264 H 8.68541 -5.35416 6.24407  C253 1.090
265 H 9.48008 -3.11217 8.23821  C254 1.090
266 H 8.10280 -4.21143 8.20465  C254 1.090
267 H 7.88599 -1.96684 7.29727  N255 1.010
268 H 9.44845 -2.70781 5.00194  C256 1.090
269 H 9.80390 -1.50364 6.21731  C256 1.090
270 H 7.39708 -1.50051 4.52793  C257 1.090
271 H 8.92144 -0.64378 4.23357  C257 1.090
272 H 5.83527 0.26519 5.40966  C259 1.090
273 H 6.75870 1.03684 4.14237  C259 1.090
274 H 6.44116 1.79404 5.70554  C259 1.090
275 C 2.62259 12.90719 5.05915  O276 1.336, H284 1.090, H285 1.090, H286 1.090
276 O 3.53142 13.36339 5.92588  C275 1.336, C277 1.370
277 C 3.07707 14.29270 6.82343  O276 1.370, C278 1.533, H287 1.090, H288 1.090
278 C 3.86611 14.21014 8.13524  C277 1.533, N279 1.432, H289 1.090, H290 1.090
279 N 4.15735 12.93561 8.71940  C278 1.432, C280 1.449, H291 1.010
280 C 3.05119 12.40824 9.49303  N279 1.449, C281 1.502, H292 1.090, H293 1.090
281 C 3.19530 10.92991 9.71640  C280 1.502, O282 1.403, H294 1.090, H295 1.090
282 O 3.20747 10.36357 8.43323  C281 1.403, C283 1.492
283 C 3.51425 8.90427 8.49547  O282 1.492, H296 1.090, H297 1.090, H298 1.090
284 H 1.66350 12.50051 5.37988  C275 1.090
285 H 2.96010 12.08519 4.42788  C275 1.090
286 H 2.46269 13.73900 4.37312  C275 1.090
287 H 2.01591 14.25496 7.06965  C277 1.090
288 H 3.20554 15.30969 6.45285  C277 1.090
289 H 3.32668 14.87303 8.81177  C278 1.090
290 H 4.79704 14.74944 7.96028  C278 1.090
291 H 4.09028 12.40186 7.86458  N279 1.010
292 H 2.08076 12.73597 9.12026  C280 1.090
293 H 3.01907 12.95267 10.43678  C280 1.090
294 H 2.32961 10.46163 10.18481  C281 1.090
295 H 4.18142 10.74841 10.14386  C281 1.090
296 H 3.94926 8.61846 9.45317  C283 1.090
297 H 4.06915 8.49100 7.65322  C283 1.090
298 H 2.55083 8.40101 8.57714  C283 1.090
299 C 16.67710 0.44242 -1.71031  O300 1.383, H308 1.090, H309 1.090, H310 1.090
300 O 15.77029 1.46307 -1.93262  C299 1.383, C301 1.438
301 C 16.29052 2.64842 -2.55932  O300 1.438, C302 1.548, H311 1.090, H312 1.090
302 C 15.09832 3.62168 -2.38856  C301 1.548, N303 1.478, H313 1.090, H314 1.090
303 N 15.12083 4.36676 -1.11235  C302 1.478, C304 1.514, H315 1.010
304 C 14.21483 5.57929 -1.14649  N303 1.514, C305 1.567, H316 1.090, H317 1.090
305 C 13.94720 5.98709 0.34304  C304 1.567, O306 1.418, H318 1.090, H319 1.090
306 O 13.26168 7.20790 0.56884  C305 1.418, C307 1.428
307 C 13.99612 8.41412 0.35990  O306 1.428, H320 1.090, H321 1.090, H322 1.090
308 H 16.10571 -0.39683 -1.31376  C299 1.090
309 H 17.44913 0.65901 -0.97196  C299 1.090
310 H 17.17648 0.11879 -2.62354  C299 1.090
311 H 16.43665 2.49954 -3.62917  C301 1.090
312 H 17.21529 3.12429 -2.23305  C301 1.090
313 H 14.13266 3.13330 -2.51924  C302 1.090
314 H 15.04431 4.29148 -3.24678  C302 1.090
315 H 14.74365 3.73497 -0.42049  N303 1.010
316 H 13.29603 5.36948 -1.69411  C304 1.090
317 H 14.61604 6.38470 -1.76168  C304 1.090
318 H 14.87561 5.80613 0.88470  C305 1.090
319 H 13.39978 5.13758 0.75139  C305 1.090
320 H 13.44072 9.35074 0.40868  C307 1.090
321 H 14.35132 8.40956 -0.67059  C307 1.090
322 H 14.82987 8.58933 1.03979  C307 1.090
323 C 12.48472 8.64070 10.48864  O324 1.473, H332 1.090, H333 1.090, H334 1.090
324 O 12.59360 7.29282 9.90455  C323 1.473, C325 1.385
325 C 13.89305 6.83090 10.02856  O324 1.385, C326 1.498, H335 1.090, H336 1.090
326 C 13.65590 5.39726 9.66426  C325 1.498, N327 1.473, H337 1.090, H338 1.090
327 N 13.18513 4.60753 10.81539  C326 1.473, C328 1.469, H339 1.010
328 C 13.47048 3.21518 10.44295  N327 1.469, C329 1.534, H340 1.090, H341 1.090
329 C 12.74824 2.19290 11.32956  C328 1.534, O330 1.442, H342 1.090, H343 1.090
330 O 11.31420 2.31698 11.23595  C329 1.442, C331 1.410
331 C 10.83669 1.81277 10.00835  O330 1.410, H344 1.090, H345 1.090, H346 1.090
332 H 13.00697 8.81584 11.42921  C323 1.090
333 H 11.42510 8.78214 10.70152  C323 1.090
334 H 12.64897 9.35049 9.67788  C323 1.090
335 H 14.31275 7.06399 11.00714  C325 1.090
336 H 14.60262 7.36479 9.39645  C325 1.090
337 H 14.61386 4.97582 9.35961  C326 1.090
338 H 13.00102 5.23875 8.80745  C326 1.090
339 H 12.19546 4.72054 10.98237  N327 1.010
340 H 14.53389 3.05429 10.62001  C328 1.090
341 H 13.16761 3.04817 9.40927  C328 1.090
342 H 12.97645 2.28331 12.39156  C329 1.090
343 H 13.10914 1.18598 11.11989  C329 1.090
344 H 9.95074 2.33624 9.64895  C331 1.090
345 H 10.44546 0.80126 10.11741  C331 1.090
346 H 11.68026 1.72892 9.32317  C331 1.090

Summary:
frontier orbital gap: 8.3633 eV
E_HOMO: -8.05 eV